1.
6 unconnected molecules or ions with the total composition C40H42BF4N7O12P, computed with wB97M-V/def2-TZVPD.

Computed properties:
HOMO energy = -11.3997 eV
net charge = +1
spin multiplicity = 1
total energy = -3600.3340 hartree
E_LUMO = -0.1457 Eh
max |F| = 0.139 hartree/bohr

Element x y z (Å)
C  -1.96455  4.87898  -2.08508
C  -1.19811  3.92008  -0.97790
C  -0.03636  2.98898  -1.66650
C  -0.17679  1.37059  -1.31874
N  0.19512  0.82375  0.06914
P  0.72819  2.00748  1.29113
C  -0.13007  1.77452  2.98098
C  2.62849  2.13377  1.42975
C  0.02546  -0.67854  0.12089
C  0.35539  -1.65765  1.39378
F  1.15195  -2.81413  0.83637
F  1.19933  -1.05387  2.45052
C  -1.04372  -2.35241  1.97260
F  -1.16266  -3.69664  1.29383
F  -1.01349  -2.61762  3.42937
C  -0.55770  -1.04487  -1.38995
N  -0.65911  0.23508  -2.23315
B  -1.15696  0.37847  -3.67475
O  -0.32129  0.21395  -4.88055
O  -2.60265  0.73757  -3.83113
H  -2.38373  4.20030  -2.96710
H  -1.18313  5.63319  -2.52136
H  -2.79845  5.47014  -1.51200
H  -1.94393  3.19802  -0.40887
H  -0.64772  4.60369  -0.16903
H  1.04869  3.32725  -1.30667
H  -0.02415  3.14557  -2.84566
H  -1.22861  1.41261  2.76725
H  -0.21126  2.83496  3.50673
H  0.44531  1.05344  3.72684
H  2.90621  2.48483  2.52796
H  3.22322  1.19312  1.06793
H  2.96345  3.03455  0.72422
H  -1.98031  -1.73875  1.60399
H  -0.82189  -2.15882  -1.72613
H  -0.03141  -0.75722  -4.94547
H  -2.61304  1.75177  -3.85568
C  5.30861  2.13718  7.88382
C  3.94617  2.13296  7.58072
C  3.48200  2.78292  6.43552
C  4.39575  3.43306  5.59460
C  5.76312  3.44541  5.90058
C  6.21509  2.79436  7.05015
N  3.91717  4.09639  4.37582
O  2.69800  4.07960  4.14988
O  4.75951  4.63134  3.64075
H  5.66648  1.62421  8.77489
H  3.24568  1.61986  8.23615
H  2.41721  2.77044  6.21321
H  6.48263  3.95031  5.25938
H  7.27501  2.79568  7.29473
C  0.96607  -0.58258  -7.53049
C  0.43123  -1.36766  -8.55310
C  1.20736  -2.36292  -9.15015
C  2.52243  -2.56735  -8.71017
C  3.06442  -1.77553  -7.68903
C  2.27948  -0.78137  -7.10150
N  3.33495  -3.62889  -9.31630
O  2.82604  -4.29537  -10.22982
O  4.48119  -3.80065  -8.87735
H  0.35518  0.18848  -7.06414
H  -0.59273  -1.20571  -8.88299
H  0.77590  -2.96633  -9.94582
H  4.08515  -1.92010  -7.34125
H  2.69011  -0.16347  -6.30600
C  5.21687  -1.75628  12.96904
C  5.38381  -2.32203  11.70405
C  4.67761  -1.81459  10.61172
C  3.80632  -0.73243  10.79756
C  3.63101  -0.16750  12.06784
C  4.34057  -0.68539  13.15318
N  3.08039  -0.17810  9.64856
O  3.24793  -0.71759  8.54467
O  2.34517  0.79969  9.84711
H  5.77395  -2.15174  13.81667
H  6.06747  -3.15742  11.56878
H  4.81884  -2.26653  9.63236
H  2.95432  0.66942  12.22721
H  4.21366  -0.25180  14.14269
C  -7.74666  0.13938  -5.52999
C  -8.42654  1.34707  -5.69546
C  -7.74647  2.55817  -5.55361
C  -6.37829  2.54808  -5.24905
C  -5.69499  1.33721  -5.07479
C  -6.38644  0.13242  -5.21636
N  -5.65214  3.81752  -5.12375
O  -6.29600  4.86767  -5.26635
O  -4.43669  3.76658  -4.88684
H  -8.27994  -0.80247  -5.64714
H  -9.48699  1.34433  -5.93834
H  -8.29059  3.49081  -5.68578
H  -4.63435  1.31484  -4.83337
H  -5.86424  -0.81287  -5.08605
C  -2.40988  -5.67660  -1.83422
C  -2.24293  -6.24236  -3.09921
C  -2.94913  -5.73492  -4.19154
C  -3.82043  -4.65276  -4.00570
C  -3.99574  -4.08783  -2.73543
C  -3.28618  -4.60572  -1.65008
N  -4.54636  -4.09842  -5.15470
O  -4.37882  -4.63792  -6.25860
O  -5.28158  -3.12064  -4.95615
H  -1.85280  -6.07207  -0.98660
H  -1.55928  -7.07775  -3.23448
H  -2.80791  -6.18686  -5.17091
H  -4.67243  -3.25090  -2.57605
H  -3.41309  -4.17212  -0.66057

Forces on the atoms, in the same order (eV/Å):
0.63 -0.75 0.47
0.13 0.17 0.45
0.76 -0.44 -0.50
-0.12 -2.69 1.23
-1.30 -2.88 -4.11
0.08 2.85 0.69
-0.11 -0.86 1.10
1.26 0.14 -0.31
-1.46 1.65 -5.41
1.89 -1.73 -0.36
-2.08 3.67 1.59
-2.87 -1.57 -3.49
-0.22 -2.21 0.53
0.32 3.94 1.98
0.01 1.08 -4.73
1.69 1.84 3.67
2.66 -0.07 6.65
-1.91 0.63 -3.14
-1.91 -1.86 3.74
4.37 1.30 0.61
0.62 1.67 1.92
-1.56 -1.42 0.77
1.51 -1.22 -1.41
1.42 1.69 -1.20
-1.37 -1.63 -1.76
-2.45 -0.97 -0.71
-0.19 -0.70 2.41
2.16 0.60 0.51
0.36 -2.12 -1.47
-1.43 1.39 -1.62
-0.74 -1.03 -2.29
-1.11 1.66 1.03
-0.93 -1.97 1.49
1.85 -1.31 1.32
0.53 2.98 0.49
-0.09 1.99 0.00
-0.48 -1.75 -0.07
-0.07 0.13 -0.22
0.18 0.20 -0.25
0.12 0.00 -0.02
0.27 -0.43 0.77
0.01 -0.01 -0.02
-0.37 0.00 -0.11
0.23 0.65 -0.74
1.34 0.01 0.07
-1.46 -0.83 0.97
-0.06 0.10 -0.16
0.16 0.43 -0.45
0.31 0.11 -0.08
-0.34 -0.08 0.05
-0.22 0.05 -0.11
0.02 -0.03 -0.09
0.36 -0.10 0.11
0.08 -0.01 0.06
-0.61 0.77 0.45
-0.02 -0.08 -0.04
-0.18 -0.29 -0.27
0.87 -1.20 -0.74
0.74 1.07 1.44
-1.72 0.30 -0.61
0.18 -0.15 -0.24
0.24 -0.06 0.02
0.31 0.04 0.19
-0.24 -0.14 -0.26
-0.01 -0.12 -0.18
-0.07 0.06 -0.10
-0.26 0.31 0.01
0.00 0.04 0.01
0.52 -0.34 0.75
0.02 0.00 -0.02
0.04 -0.14 -0.38
-0.50 -0.04 -0.69
-0.35 0.86 1.54
0.83 -1.35 -0.27
-0.13 0.08 -0.18
-0.18 0.19 -0.02
-0.17 0.25 0.17
0.13 -0.22 -0.24
-0.01 -0.06 -0.25
0.06 0.13 0.02
0.40 0.02 0.09
0.05 0.00 0.00
-0.50 -0.83 -0.11
-0.08 0.08 -0.02
-0.10 0.32 -0.01
-0.01 1.25 -0.01
1.24 -1.72 0.28
-1.24 0.14 -0.16
0.13 0.19 0.03
0.24 0.06 0.06
0.32 -0.13 0.06
-0.39 0.13 -0.14
-0.09 0.24 -0.05
0.00 0.02 -0.07
-0.23 0.31 0.05
-0.04 0.08 0.01
0.53 -0.39 0.77
0.04 0.02 -0.06
0.08 -0.08 -0.39
-0.60 0.27 -1.37
-0.28 0.92 1.82
0.99 -1.29 -0.24
-0.13 0.07 -0.17
-0.18 0.18 -0.02
-0.18 0.26 0.16
0.09 -0.23 -0.26
-0.03 -0.10 -0.19

These are the Löwdin partial charges, in e, on atoms 1 to 8: -0.12, -0.26, -0.15, -0.02, -0.20, 0.91, -0.29, -0.27

2.
A molecular structure, C40H42BaN2, computed with wB97M-V/def2-TZVPD.

Computed properties:
HOMO energy = -0.5157 eV
net charge = -2
energy above the lowest of the compared OMol25 structures with the same formula, charge and spin = 29.55 kcal per mole
spin multiplicity = 1
total energy = -1684.4002 hartree
E_LUMO = 0.1505 Eh
max |F| = 0.044 hartree/bohr

Element x y z (Å)
Ba  0.94204  0.12125  0.65492
C  0.21032  -2.56465  -0.95819
C  1.57950  -2.73227  -0.64550
C  1.67812  -2.93971  0.74318
C  0.38151  -2.88307  1.30490
C  -0.53296  -2.65266  0.25191
C  -2.03254  -2.57632  0.33914
C  0.07181  -3.00054  2.77250
C  2.93431  -3.12643  1.54612
C  2.73410  -2.79458  -1.60918
C  -0.40401  -2.49600  -2.32653
H  -2.50998  -3.27204  -0.36078
H  -2.42979  -1.58056  0.10165
H  -2.38864  -2.83112  1.33902
H  0.21787  -4.02023  3.15022
H  -0.96026  -2.71924  2.99312
H  0.71201  -2.35499  3.38379
H  3.20132  -4.18242  1.68470
H  2.84395  -2.68868  2.54358
H  3.79304  -2.64513  1.06944
H  2.44572  -2.47400  -2.60987
H  3.13570  -3.81119  -1.69245
H  3.56307  -2.14957  -1.29924
H  -0.91183  -3.43413  -2.58760
H  0.34437  -2.30650  -3.09544
H  -1.15116  -1.69853  -2.40395
C  0.32950  0.70376  -4.05712
C  1.78708  0.39633  -3.69230
C  2.57283  1.68069  -3.62969
C  3.29502  2.06493  -4.73929
C  3.87425  3.33036  -4.83154
C  3.64403  4.20429  -3.78407
C  2.92999  3.86712  -2.63293
C  2.70843  5.00232  -1.65339
C  1.45877  5.81924  -1.98653
C  2.42651  2.53540  -2.47803
N  1.83747  1.98601  -1.38892
C  1.34336  2.77582  -0.33835
C  0.83436  2.90516  2.11576
C  0.68417  4.04494  2.91679
C  -0.56293  3.91407  3.54498
C  -1.10853  2.71195  3.07922
N  -0.27019  2.08948  2.22790
H  -0.27999  -0.19850  -4.14313
H  0.29137  1.23859  -5.00951
H  -0.10825  1.34796  -3.29151
H  2.22352  -0.25258  -4.45934
H  1.82509  -0.13571  -2.74259
H  3.38804  1.36219  -5.56417
H  4.46144  3.62557  -5.69283
H  4.04162  5.21565  -3.84176
H  3.57662  5.66885  -1.70048
H  2.65046  4.65822  -0.62533
H  1.51603  6.21275  -3.00511
H  1.34174  6.65840  -1.29415
H  0.55948  5.20094  -1.92113
H  0.46824  3.40448  -0.52570
H  1.42635  4.82024  3.04432
H  -1.01298  4.58807  4.26115
H  -2.05206  2.26087  3.36479
C  1.77020  2.70356  0.94596
C  2.49970  1.90413  1.85753
C  3.62974  2.19090  2.61132
C  3.95164  1.27335  3.69561
C  5.23462  1.13671  4.26068
C  5.51473  0.18804  5.23355
C  4.52893  -0.66553  5.71582
C  3.23859  -0.51793  5.20966
C  2.95455  0.43156  4.24446
C  4.49196  3.34116  2.31166
C  4.69632  3.75628  0.98061
C  5.50375  4.83519  0.66723
C  6.15701  5.55356  1.66632
C  5.97055  5.16444  2.98600
C  5.15577  4.08464  3.30037
H  6.04761  1.75603  3.89587
H  6.53041  0.11017  5.60951
H  4.75064  -1.40227  6.47882
H  2.43271  -1.14121  5.58547
H  1.93186  0.57647  3.91523
H  4.22443  3.19793  0.18168
H  5.63381  5.10441  -0.37591
H  6.79888  6.39133  1.41972
H  6.45708  5.71232  3.78728
H  5.00681  3.82164  4.34277

Forces on the atoms, in the same order (eV/Å):
-0.39 -0.81 -0.62
-0.11 -0.07 0.22
-0.10 -0.07 -0.14
0.05 0.30 0.50
-0.07 0.15 -0.11
0.17 0.02 -0.21
0.04 0.03 -0.04
0.00 -0.07 -0.01
0.12 -0.02 -0.12
-0.04 0.02 0.10
-0.06 0.08 0.10
-0.01 0.00 0.01
0.00 -0.03 0.00
0.00 0.01 0.01
-0.01 0.01 -0.01
0.00 -0.01 -0.02
0.01 0.01 0.01
-0.01 0.00 0.00
0.02 -0.01 0.02
0.01 -0.02 0.00
-0.02 0.01 -0.03
0.02 0.00 -0.02
0.00 -0.02 -0.01
-0.01 0.01 -0.02
0.03 0.02 -0.03
0.00 -0.03 -0.03
0.01 -0.01 0.04
0.01 0.07 -0.07
-0.04 0.00 0.04
0.04 0.08 0.05
-0.01 -0.06 -0.01
-0.01 0.00 0.10
0.11 0.08 -0.11
0.04 0.01 0.01
-0.07 -0.01 0.05
-0.12 -0.28 -0.15
0.06 0.38 0.28
0.47 -0.21 0.15
-1.49 1.68 -0.38
0.19 -0.30 0.02
-0.14 -0.06 0.11
0.16 0.00 0.30
-0.12 -0.08 -0.31
0.01 -0.02 0.02
-0.01 0.00 0.00
0.00 -0.01 -0.01
0.00 -0.03 0.03
0.01 -0.03 0.05
0.00 0.01 0.00
-0.01 0.00 -0.01
0.01 0.00 0.00
-0.01 -0.01 -0.03
-0.03 -0.01 -0.05
0.00 0.00 -0.01
-0.01 -0.01 -0.01
0.06 0.02 0.00
-0.07 -0.10 0.09
-0.06 0.06 -0.05
-0.01 0.01 -0.01
0.02 0.00 -0.02
-0.27 -0.02 1.02
1.85 -0.55 -0.44
-0.41 -0.22 -0.48
0.05 -0.15 0.31
0.12 -0.08 -0.09
0.01 -0.01 0.00
-0.06 0.10 -0.05
0.05 -0.03 0.02
0.00 0.13 -0.01
0.21 0.27 -0.06
0.00 -0.09 0.15
0.06 0.05 0.00
-0.07 -0.10 -0.03
-0.01 0.01 0.04
-0.08 0.05 0.06
-0.08 -0.04 0.00
-0.01 -0.01 0.01
0.00 -0.01 -0.01
0.02 0.01 0.01
0.02 -0.01 -0.06
-0.02 -0.03 0.01
0.00 0.02 0.03
-0.01 0.01 0.00
0.00 0.00 -0.01
0.01 0.00 -0.06

These are the Löwdin partial charges, in e, on atoms 1 to 8: 1.95, -0.33, -0.33, -0.35, -0.35, -0.34, -0.07, -0.06

The highest E_LUMO belongs to which entry? C40H42BaN2

Which of these has the highest max |F|? C40H42BF4N7O12P